# 1
Entry from the OMol25 dataset: a molecular structure, C12H23NO4P2 (ωB97M-V/def2-TZVPD).

As for the frontier orbital gap: 8.88 eV. The value obtained for the total energy is -1509.57826 a.u. The multiplicity is 1. As for the molar mass: 307.27 g mol⁻¹. For the LUMO energy, the calculation gives 0.017 Eh.

Each line ends with the Mulliken charge.
Cartesian coordinates (Å):
C -1.524 3.597 2.536  -1.280
C -0.917 3.099 1.226  0.085
O -1.829 3.273 0.126  -0.366
P -2.515 2.005 -0.536  0.639
O -3.746 2.353 -1.233  -0.714
O -1.449 1.388 -1.546  -0.344
C -0.282 0.722 -1.039  0.066
C 0.301 -0.158 -2.120  -0.845
C 1.697 -0.668 -1.765  -0.469
C 1.741 -1.449 -0.460  -0.572
N 3.092 -1.709 0.004  0.312
C 3.546 -1.265 1.210  -0.323
C 4.855 -1.681 1.380  -0.586
C 5.191 -2.402 0.215  -0.575
C 4.094 -2.406 -0.622  -0.371
O -2.675 0.985 0.660  0.045
P -3.784 -0.321 0.509  0.005
C -2.687 -1.661 1.135  -0.937
C -3.858 -0.763 -1.268  -0.983
H -1.154 2.972 3.342  0.329
H -1.170 4.602 2.741  0.357
H -2.604 3.559 2.505  0.320
H -0.033 3.684 0.993  0.468
H -0.587 2.073 1.348  0.071
H -0.548 0.112 -0.179  0.064
H 0.460 1.466 -0.755  0.423
H -0.369 -0.983 -2.349  0.300
H 0.388 0.441 -3.024  0.328
H 2.408 0.155 -1.746  0.339
H 1.985 -1.341 -2.568  0.379
H 1.217 -0.960 0.350  0.273
H 1.243 -2.405 -0.621  0.185
H 2.952 -0.689 1.892  0.326
H 5.476 -1.498 2.233  0.414
H 6.142 -2.868 0.038  0.413
H 3.964 -2.840 -1.593  0.354
H -3.192 -2.197 1.927  0.376
H -1.796 -1.207 1.569  0.202
H -2.343 -2.321 0.346  0.307
H -3.825 -1.851 -1.312  0.429
H -4.816 -0.451 -1.659  0.322
H -3.048 -0.392 -1.888  0.234

# 2
Entry from the OMol25 dataset: a molecular structure, C12H23OP (ωB97M-V/def2-TZVPD).

As for the frontier orbital gap: 9.25 eV. The value obtained for the energy relative to the best compared isomer or geometry (same formula, charge and spin) is 0.0 kcal per mole. The value obtained for the total energy is -887.51443 a.u. The multiplicity is 1. As for the molar mass: 214.29 g mol⁻¹. For the LUMO energy, the calculation gives 0.026 Eh.

Each line ends with the Mulliken charge.
Cartesian coordinates (Å):
C -2.048 -1.730 -0.051  0.258
C 0.046 1.252 1.532  -1.127
C -0.960 -0.678 -0.217  0.045
C -0.684 1.937 0.398  1.218
C -1.812 1.046 -0.168  -0.863
C -1.513 -3.121 -0.586  -0.865
C -1.372 3.251 0.784  -1.360
C -2.271 1.387 -1.587  -1.580
C 3.012 -0.552 1.245  -1.558
C 2.027 -2.233 -0.283  -1.754
C 2.285 0.182 -0.895  -1.753
C 1.942 -0.723 0.254  1.527
O -3.107 -1.579 0.537  -0.561
P 0.266 -0.598 1.166  -0.318
H 1.142 1.628 1.717  0.284
H -0.489 1.415 2.432  0.607
H -0.423 -0.751 -1.225  0.424
H -0.126 2.313 -0.450  0.207
H -2.565 0.864 0.510  0.669
H -0.983 -3.555 0.327  0.220
H -0.809 -2.936 -1.467  0.272
H -2.340 -3.888 -0.880  0.341
H -0.782 4.112 0.521  0.352
H -1.666 3.534 1.854  0.334
H -2.410 3.153 0.228  0.266
H -1.463 1.215 -2.302  0.350
H -2.550 2.446 -1.642  0.414
H -3.038 0.773 -1.820  0.491
H 3.451 0.478 1.333  0.336
H 2.355 -0.789 2.325  0.296
H 3.812 -1.264 1.124  0.421
H 1.199 -2.471 -1.015  0.198
H 1.891 -2.930 0.571  0.386
H 2.940 -2.410 -0.733  0.613
H 3.216 -0.012 -1.391  0.492
H 1.521 0.038 -1.633  0.394
H 2.306 1.199 -0.513  0.328

# 3
Entry from the OMol25 dataset: a molecular structure, C12H24AlFKO9 (ωB97M-V/def2-TZVPD).

The charge is +3. As for the frontier orbital gap: 1.84 eV. The value obtained for the energy relative to the best compared isomer or geometry (same formula, charge and spin) is 0.0 kcal per mole. The value obtained for the total energy is -2089.72481 a.u. The multiplicity is 1. As for the molar mass: 397.39 g mol⁻¹. For the LUMO energy, the calculation gives -0.593 Eh.

Each line ends with the Mulliken charge.
Cartesian coordinates (Å):
Al -2.339 -16.002 4.445  1.092
K 0.659 -18.987 4.732  0.977
F -2.247 -18.931 4.689  -0.686
C -4.628 -25.464 9.277  -0.998
C -3.297 -24.798 9.743  -0.079
O -2.583 -24.219 8.686  -0.269
C -2.847 -22.937 8.399  0.866
O -3.691 -22.273 8.982  -0.476
O -2.109 -22.646 7.386  -0.353
C -2.064 -21.354 6.838  -0.249
H -5.409 -24.784 8.936  0.297
H -5.039 -26.114 10.050  0.384
H -4.347 -26.013 8.379  0.341
H -2.598 -25.502 10.195  0.393
H -3.627 -24.136 10.543  0.306
H -2.263 -20.640 7.637  0.388
H -2.775 -21.283 6.015  0.105
H -1.065 -21.107 6.480  0.088
C -6.221 -21.181 6.564  -1.115
C -5.441 -20.251 5.599  -0.037
O -6.322 -19.490 4.760  -0.183
C -6.104 -18.265 4.325  0.756
O -5.103 -17.566 4.513  -0.512
O -7.235 -18.024 3.496  -0.230
C -7.443 -16.743 3.020  -0.451
H -5.647 -21.760 7.287  0.197
H -6.808 -21.892 5.982  0.351
H -6.859 -20.544 7.177  0.371
H -4.766 -20.826 4.965  0.126
H -4.746 -19.636 6.171  0.407
H -8.507 -16.888 2.834  0.360
H -6.782 -16.418 2.218  0.041
H -7.727 -15.989 3.755  0.380
C -4.539 -15.468 -1.080  -1.137
C -5.317 -15.656 0.239  -0.191
O -5.340 -17.051 0.598  -0.315
C -4.475 -17.629 1.306  0.882
O -3.448 -17.203 1.912  -0.574
O -4.824 -18.944 1.327  -0.187
C -3.859 -20.012 1.517  -0.496
H -5.072 -14.802 -1.759  0.355
H -4.333 -16.440 -1.528  0.329
H -3.563 -15.039 -0.856  0.324
H -6.369 -15.463 0.032  0.264
H -5.022 -15.058 1.101  0.398
H -2.884 -19.807 1.076  0.344
H -4.295 -20.927 1.114  0.305
H -3.626 -20.174 2.569  0.110

# 4
Entry from the OMol25 dataset: a molecular structure, C12H24AsF6O6W (ωB97M-V/def2-TZVPD).

The charge is +4. As for the frontier orbital gap (alpha / beta): 6.20 / 6.73 eV. The value obtained for the energy relative to the best compared isomer or geometry (same formula, charge and spin) is 52.1 kcal per mole. The value obtained for the total energy is -3823.39433 a.u. The multiplicity is 2. As for the molar mass: 637.07 g mol⁻¹. For the LUMO energy (alpha / beta), the calculation gives -0.632 / -0.613 Eh.

Each line ends with the Mulliken charge.
Cartesian coordinates (Å):
W 0.176 -0.376 0.778  3.164
C 2.023 -0.404 -1.769  -0.473
C 1.010 -1.491 -1.946  -0.669
O 0.671 -1.953 -0.580  -0.120
C -0.155 -3.193 -0.642  -0.694
C -1.575 -2.778 -0.918  -0.718
O -1.667 -1.346 -0.633  0.020
C -2.939 -0.854 -1.069  -0.712
C -3.039 0.584 -0.702  -0.755
O -1.748 1.083 -0.444  -0.284
C -1.631 2.475 -0.063  -0.611
C -0.187 2.704 -0.017  -0.590
O 0.400 1.717 0.931  -0.502
C 0.600 2.267 2.307  -0.536
C 1.163 1.134 3.146  -0.356
O 1.598 0.050 2.200  -0.561
C 2.998 0.310 1.699  -0.229
C 3.095 -0.465 0.463  -0.733
O 1.928 0.018 -0.345  -0.306
H 1.834 0.465 -2.389  0.362
H 3.045 -0.735 -1.927  0.486
H 1.419 -2.338 -2.491  0.683
H 0.092 -1.160 -2.425  0.292
H -0.026 -3.706 0.297  0.350
H 0.266 -3.805 -1.432  0.555
H -2.272 -3.312 -0.282  0.418
H -1.865 -2.920 -1.955  0.478
H -3.756 -1.427 -0.633  0.342
H -3.032 -0.998 -2.149  0.559
H -3.703 0.756 0.161  0.443
H -3.504 1.193 -1.497  0.418
H -2.145 2.603 0.890  0.278
H -2.117 3.106 -0.811  0.551
H 0.058 3.707 0.331  0.631
H 0.304 2.537 -0.970  0.272
H -0.360 2.592 2.695  0.365
H 1.267 3.116 2.193  0.544
H 0.443 0.690 3.816  0.169
H 2.045 1.423 3.712  0.536
H 3.704 -0.019 2.461  0.465
H 3.082 1.382 1.535  0.334
H 2.972 -1.536 0.633  0.380
H 4.026 -0.279 -0.069  0.557
F -1.176 0.133 2.009  -0.658
As -1.958 -1.734 3.321  1.553
F -2.927 -1.692 2.055  -0.187
F -2.891 -0.869 4.359  -0.245
F -2.045 -3.342 3.646  -0.230
F -0.532 -1.412 3.997  -0.256
F -0.494 -1.982 1.566  -0.781